Formula: C26H37Cl45F3N4O2
Source: the OMol25 dataset
Level of theory: ωB97M-V/def2-TZVPD

Geometry as XYZ:
```
117
Properties=species:S:1:pos:R:3
C 1.413 4.210 -1.074
C 1.242 3.514 -2.547
O 0.733 4.290 -3.544
N 1.636 2.109 -2.941
C 0.924 1.620 -4.183
C 1.565 1.128 -1.792
C 0.106 1.020 -1.054
C -0.601 -0.458 -1.116
C -1.411 -0.785 -2.503
N -2.929 -0.799 -2.361
C -3.754 0.289 -2.643
N -5.287 0.236 -2.536
N -3.166 1.601 -3.112
C -3.236 2.693 -2.074
C -4.439 3.783 -2.268
O -4.131 4.909 -1.323
C -4.543 4.463 -3.754
F -5.347 3.582 -4.668
F -3.215 4.771 -4.355
F -5.374 5.713 -3.588
H 2.229 3.732 -0.385
H 1.560 5.381 -1.233
H 0.356 4.108 -0.532
H -0.249 1.776 -4.142
H 1.324 2.267 -5.102
H 1.151 0.497 -4.438
H 2.413 1.408 -1.032
H 1.815 0.053 -2.221
H 0.249 1.286 0.101
H -0.669 1.795 -1.464
H 0.166 -1.326 -0.858
H -1.416 -0.479 -0.245
H -1.138 -0.092 -3.407
H -1.112 -1.894 -2.821
H -3.441 -1.673 -2.046
H -5.612 0.106 -3.541
H -5.665 1.171 -2.242
H -3.507 1.894 -4.052
H -2.193 3.269 -2.066
H -3.292 2.159 -1.011
H -5.443 3.316 -1.864
H -3.197 5.213 -1.606
C 1.051 -4.851 -3.012
Cl 1.604 -5.214 -4.656
Cl 1.999 -3.526 -2.315
Cl -0.675 -4.450 -3.010
H 1.198 -5.741 -2.395
C -0.109 -3.571 1.740
Cl 0.685 -3.558 0.156
Cl -1.796 -3.050 1.595
Cl -0.016 -5.183 2.469
H 0.414 -2.868 2.393
C 3.829 -3.558 3.436
Cl 2.433 -2.483 3.624
Cl 4.128 -4.456 4.934
Cl 3.578 -4.672 2.082
H 4.708 -2.946 3.220
C -1.136 4.813 2.691
Cl 0.465 4.074 2.864
Cl -1.053 6.556 3.002
Cl -1.794 4.500 1.075
H -1.805 4.363 3.428
C 5.351 -8.266 5.368
Cl 4.951 -7.683 6.993
Cl 4.576 -9.829 5.060
Cl 4.865 -7.079 4.145
H 6.434 -8.400 5.307
C 4.085 6.333 2.702
Cl 4.332 5.342 1.254
Cl 2.355 6.576 3.001
Cl 4.860 5.584 4.108
H 4.546 7.310 2.534
C -1.472 7.838 -4.886
Cl -1.581 8.945 -3.506
Cl -0.458 8.533 -6.162
Cl -0.836 6.266 -4.373
H -2.477 7.689 -5.288
C 5.951 -4.795 -3.244
Cl 5.551 -4.213 -1.619
Cl 5.176 -6.359 -3.552
Cl 5.465 -3.609 -4.467
H 7.034 -4.929 -3.305
C -5.034 -1.977 -6.106
Cl -4.756 -2.334 -7.819
Cl -3.505 -1.996 -5.210
Cl -5.844 -0.412 -5.920
H -5.684 -2.753 -5.693
C -4.788 10.456 -5.060
Cl -3.995 10.469 -6.644
Cl -6.476 10.978 -5.205
Cl -4.696 8.844 -4.331
H -4.265 11.160 -4.407
C 6.585 -8.725 -0.546
Cl 7.596 -8.241 -1.918
Cl 6.155 -7.315 0.438
Cl 5.128 -9.559 -1.110
H 7.159 -9.417 0.077
C 0.874 -11.100 6.542
Cl -0.019 -10.381 5.191
Cl 2.148 -10.002 7.100
Cl -0.226 -11.503 7.871
H 1.344 -12.023 6.192
C -1.345 0.913 4.576
Cl -1.067 0.555 2.863
Cl 0.184 0.894 5.471
Cl -2.155 2.477 4.761
H -1.995 0.137 4.988
C 0.753 -3.741 7.333
Cl 2.354 -4.480 7.507
Cl 0.836 -1.998 7.644
Cl 0.095 -4.054 5.718
H 0.084 -4.191 8.070
C -1.280 3.613 8.892
Cl -0.364 5.004 8.287
Cl -2.936 3.637 8.262
Cl -0.471 2.099 8.457
H -1.326 3.679 9.982
```

As for the HOMO-LUMO gap: 7.31 eV. Its spin multiplicity is 1. The net charge is +1. Its HOMO energy is -11.458 eV.


Formula: C6H12O
Source: the OMol25 dataset
Level of theory: ωB97M-V/def2-TZVPD

Geometry as XYZ:
```
19
Properties=species:S:1:pos:R:3
C -2.060 0.614 0.457
C -0.554 0.857 0.616
C 0.254 0.014 -0.326
C -0.027 0.120 -1.787
C 2.239 -0.068 0.915
C 1.324 -0.788 0.156
O 0.064 -1.792 0.863
H -2.266 -0.450 0.604
H -2.427 0.919 -0.529
H -2.613 1.189 1.206
H -0.259 0.619 1.639
H -0.333 1.917 0.424
H -1.073 -0.115 -2.011
H 0.136 1.160 -2.102
H 0.624 -0.530 -2.376
H 1.939 0.779 1.522
H 3.287 -0.349 0.935
H 1.756 -1.474 -0.573
H 0.035 -2.637 0.385
```

As for the HOMO-LUMO gap (alpha / beta): 7.55 / 6.87 eV. Its spin multiplicity is 1. The calculation puts the energy above the lowest of the compared OMol25 structures with the same formula, charge and spin at 4.395 eV. Its HOMO energy (alpha / beta) is -7.490 / -7.157 eV.


Formula: C24H21ClEuN2P
Source: the OMol25 dataset
Level of theory: ωB97M-V/def2-TZVPD

Geometry as XYZ:
```
50
Properties=species:S:1:pos:R:3
Eu -0.905 1.347 1.347
Cl -1.925 2.430 3.117
P 0.053 -0.584 0.018
C 1.727 -0.443 -0.392
C 2.174 -0.951 -1.608
C 3.537 -0.923 -1.898
C 4.449 -0.388 -0.987
C 3.989 0.143 0.222
C 2.631 0.132 0.518
C -0.089 -1.757 1.435
C -1.319 -1.910 2.098
C -1.434 -2.840 3.130
C -0.335 -3.614 3.500
C 0.884 -3.457 2.835
C 1.015 -2.531 1.806
C -1.025 -1.181 -1.214
C -2.156 -0.469 -1.646
C -2.973 -1.021 -2.629
C -2.678 -2.278 -3.167
C -1.569 -2.987 -2.702
C -0.745 -2.444 -1.715
H -2.184 -1.303 1.797
H -2.389 -2.953 3.645
H -0.427 -4.340 4.307
H 1.743 -4.064 3.122
H 1.966 -2.402 1.294
H 1.470 -1.356 -2.326
H 3.889 -1.319 -2.852
H 5.513 -0.372 -1.221
H 4.692 0.577 0.933
H 2.257 0.563 1.450
H -2.390 0.501 -1.196
H -3.851 -0.472 -2.973
H -3.319 -2.707 -3.936
H -1.348 -3.978 -3.104
H 0.099 -3.015 -1.335
H 3.095 0.378 -6.796
H 2.400 0.258 -7.060
N -4.622 4.969 1.501
C -3.538 4.778 1.258
C -2.106 4.554 0.997
C -1.184 5.075 1.918
C 0.133 4.681 1.825
C 0.513 3.733 0.881
N -0.401 3.154 0.044
C -1.682 3.647 0.016
H -1.530 5.696 2.747
H 0.831 5.026 2.585
H 1.519 3.299 0.964
H -2.455 3.117 -0.552
```

As for the HOMO-LUMO gap (alpha / beta): 6.26 / 7.53 eV. Its spin multiplicity is 7. The calculation puts the energy above the lowest of the compared OMol25 structures with the same formula, charge and spin at 0.000 eV. The net charge is +2. Its HOMO energy (alpha / beta) is -15.224 / -14.924 eV.